[1]
C20H36ClN6O2 | ωB97M-V/def2-TZVPD

For the lowest unoccupied orbital energy (spin up / spin down), the calculation gives -4.486 / -7.021 eV. Its total charge is +2. The value obtained for the HOMO-LUMO gap (spin up / spin down) is 8.40 / 5.87 eV. The value obtained for the electronic energy is -46865.2455 eV. The spin multiplicity is 2.

Last column: Mulliken spin population.
Positions of all 65 atoms, in Å:
C  4.520  -0.112  1.142  0.0000
C  3.775  1.048  1.783  0.0000
N  3.676  2.230  0.932  0.0000
C  3.057  2.338  -0.272  0.0000
C  3.367  3.603  -0.775  0.0000
N  4.183  4.246  0.157  0.0000
C  4.279  3.441  1.279  0.0000
C  4.758  5.594  -0.072  0.0000
H  4.888  -0.657  2.011  0.0000
H  5.370  0.197  0.533  0.0000
H  3.884  -0.812  0.601  0.0000
H  4.108  1.361  2.773  0.0000
H  2.735  0.806  2.002  0.0000
H  2.443  1.526  -0.632  0.0000
H  3.142  4.165  -1.670  0.0000
H  4.685  3.756  2.229  0.0000
H  3.951  6.313  0.073  0.0000
H  5.150  5.761  -1.075  0.0000
H  5.483  5.845  0.702  0.0000
C  -4.392  1.305  -0.441  0.0018
C  -3.299  1.566  -1.618  0.0000
N  -2.703  2.942  -1.486  -0.0001
C  -3.446  4.069  -1.702  0.0001
C  -2.623  5.178  -1.497  0.0000
N  -1.301  4.693  -1.242  0.0000
C  -1.367  3.266  -1.269  0.0000
C  -0.192  5.572  -0.970  0.0000
H  -5.175  2.057  -0.542  0.0004
H  -4.029  1.453  0.576  -0.0009
H  -4.783  0.291  -0.518  0.0010
H  -3.778  1.529  -2.596  0.0001
H  -2.421  0.943  -1.448  0.0001
H  -4.493  3.872  -1.881  0.0000
H  -2.755  6.249  -1.551  0.0000
H  -0.525  2.600  -1.152  0.0000
H  0.504  5.050  -0.314  0.0000
H  -0.467  6.473  -0.421  0.0000
H  0.124  5.952  -1.941  0.0000
C  -0.302  -8.328  -1.187  0.0000
C  0.772  -7.344  -0.625  0.0000
N  0.283  -5.982  -0.463  0.0000
C  1.034  -4.866  -0.310  0.0000
C  0.135  -3.846  -0.041  0.0001
N  -1.141  -4.293  -0.008  0.0001
C  -1.045  -5.609  -0.216  -0.0001
C  -2.392  -3.560  0.384  0.0002
H  -1.018  -8.551  -0.396  0.0000
H  0.133  -9.323  -1.281  0.0000
H  -0.885  -8.005  -2.049  0.0000
H  1.564  -7.399  -1.372  0.0000
H  1.080  -7.788  0.321  0.0000
H  2.092  -5.001  -0.480  0.0000
H  0.456  -2.816  0.004  0.0000
H  -1.980  -6.146  -0.273  0.0000
H  -3.159  -4.190  0.836  -0.0002
H  -2.849  -3.173  -0.526  0.0002
H  -2.143  -2.859  1.181  -0.0006
C  -2.454  -0.620  2.325  0.0059
C  -3.746  -1.337  2.691  -0.0376
O  -4.669  -1.086  1.871  0.8465
O  -3.821  -2.289  3.485  0.1513
H  -2.220  -0.581  1.261  0.0154
H  -1.598  -1.046  2.849  0.0189
H  -2.654  0.394  2.671  -0.0027
Cl  0.190  -0.062  -0.358  0.0000

***

[2]
C25H26N12O3V | ωB97M-V/def2-TZVPD

For the lowest unoccupied orbital energy (spin up / spin down), the calculation gives -10.684 / -9.852 eV. Its total charge is +3. The value obtained for the HOMO-LUMO gap (spin up / spin down) is 4.18 / 5.01 eV. The value obtained for the electronic energy is -76031.9084 eV. The spin multiplicity is 3.

Last column: Mulliken spin population.
Positions of all 67 atoms, in Å:
V  12.131  16.640  6.036  1.9609
C  17.607  16.504  7.200  -0.0009
N  16.279  16.774  6.629  0.0040
C  15.131  16.528  7.224  0.0179
N  14.169  16.555  6.287  -0.0586
C  14.846  16.849  5.140  0.0181
N  16.093  17.008  5.285  -0.0015
C  17.694  15.628  8.438  0.0000
C  18.563  15.970  9.474  0.0001
C  18.901  15.113  10.501  0.0000
C  18.168  13.925  10.608  -0.0002
C  17.242  13.579  9.626  0.0002
C  17.070  14.431  8.507  0.0003
C  16.498  12.320  9.625  0.0000
N  16.423  11.294  10.362  0.0000
N  15.552  10.376  9.764  0.0000
C  15.075  11.001  8.770  0.0003
O  15.569  12.197  8.558  -0.0001
C  14.144  10.425  7.811  -0.0010
C  13.676  9.155  8.091  0.0003
C  12.825  8.568  7.172  -0.0003
C  12.371  9.200  6.012  0.0001
C  12.827  10.517  5.765  0.0000
C  12.282  11.314  4.581  0.0000
N  11.879  12.637  5.045  -0.0007
C  12.385  13.832  4.787  0.0322
N  11.707  14.745  5.501  -0.0336
C  10.745  13.967  6.158  0.0181
N  10.823  12.697  5.877  0.0029
C  13.734  11.075  6.634  0.0004
H  17.971  17.448  7.435  0.0000
H  18.204  16.091  6.414  0.0003
H  15.086  16.383  8.276  0.0014
H  14.372  16.974  4.153  -0.0002
H  19.043  16.964  9.344  0.0000
H  19.626  15.410  11.243  0.0000
H  18.343  13.217  11.473  0.0000
H  16.496  14.064  7.657  -0.0001
H  14.010  8.632  8.981  0.0000
H  12.488  7.566  7.366  0.0000
H  11.749  8.629  5.316  0.0000
H  11.456  10.824  4.132  -0.0004
H  13.060  11.495  3.807  -0.0001
H  13.299  13.968  4.204  0.0009
H  10.095  14.441  6.874  -0.0018
H  14.134  12.098  6.456  0.0005
C  8.901  17.120  10.156  -0.0006
O  10.249  17.230  9.558  0.0019
C  10.462  17.184  8.304  0.0076
O  11.686  16.944  7.840  -0.0051
N  9.509  17.319  7.358  0.0023
N  9.870  16.849  6.045  -0.0027
H  9.133  16.972  11.230  0.0000
H  8.403  16.207  9.818  0.0000
H  8.305  18.033  10.012  0.0000
H  8.521  17.372  7.499  -0.0002
H  9.518  17.473  5.367  0.0004
H  9.417  15.917  5.879  0.0024
N  12.562  19.654  6.070  0.0168
C  12.428  20.763  5.352  0.0231
C  11.985  20.352  4.089  0.0041
C  11.806  18.982  4.146  0.0364
N  12.161  18.549  5.353  -0.0498
H  12.833  19.556  7.062  0.0034
H  12.725  21.667  5.787  0.0006
H  11.803  21.034  3.267  0.0003
H  11.470  18.184  3.485  -0.0008

***

[3]
C2H2O3 | ωB97M-V/def2-TZVPD

For the lowest unoccupied orbital energy, the calculation gives 0.503 eV. Its total charge is 0. The value obtained for the HOMO-LUMO gap is 11.05 eV. The value obtained for the electronic energy is -8248.4875 eV. The SMILES is O=C=O.C=O.

Last column: Mulliken charge in e.
Positions of all 7 atoms, in Å:
C  -0.835  -0.939  0.279  -0.0373
C  1.074  1.234  -0.458  0.7815
O  1.949  0.528  -0.688  -0.3687
O  0.201  1.918  -0.073  -0.4014
O  -1.139  -0.233  -0.652  -0.3963
H  0.229  -1.149  0.512  0.1809
H  -1.478  -1.359  1.080  0.2413

***

[4]
C23H70O21 | ωB97M-V/def2-TZVPD

For the lowest unoccupied orbital energy, the calculation gives -0.012 eV. Its total charge is 0. The value obtained for the HOMO-LUMO gap is 9.59 eV. The value obtained for the electronic energy is -67979.8796 eV. The SMILES is OCCO.OCCO.OCCO.OCCO.OCCO.OCCO.OCCO.OCCO.OCCO.CCO.CCO.CO.

Last column: Mulliken charge in e.
Positions of all 114 atoms, in Å:
C  -1.435  -16.094  -13.153  0.0078
O  -0.194  -15.491  -12.814  -0.5800
H  -2.039  -16.199  -12.236  -0.2850
H  -2.018  -15.519  -13.864  0.4100
H  -1.292  -17.132  -13.481  0.2223
H  0.146  -15.978  -12.050  0.2079
C  -0.852  -11.552  -5.490  -0.2146
C  0.382  -10.691  -5.630  -0.5876
O  1.617  -11.385  -5.546  -0.5952
O  -1.032  -12.446  -6.595  -0.3343
H  -1.730  -10.911  -5.410  0.2701
H  -0.765  -12.147  -4.576  0.2580
H  0.403  -9.885  -4.900  0.4052
H  0.330  -10.256  -6.640  0.2637
H  1.560  -12.107  -6.195  0.3332
H  -1.200  -13.334  -6.262  0.1389
C  -1.271  -20.166  -10.924  0.0589
C  -0.411  -20.105  -12.164  -0.6512
O  0.912  -20.597  -11.909  -0.5171
O  -0.811  -19.258  -9.945  -0.5971
H  -1.276  -21.192  -10.537  0.2951
H  -2.301  -19.947  -11.235  0.1407
H  -0.320  -19.097  -12.568  0.0355
H  -0.868  -20.703  -12.961  0.4810
H  0.877  -21.557  -11.955  0.2927
H  -1.610  -18.854  -9.539  0.2631
C  -4.745  -14.216  -4.846  -0.5683
C  -5.054  -15.690  -4.638  0.2991
O  -4.381  -16.164  -3.488  -0.5993
O  -3.391  -13.955  -5.119  -0.4221
H  -5.062  -13.671  -3.948  0.3574
H  -5.365  -13.857  -5.665  0.1771
H  -4.711  -16.182  -5.555  -0.2335
H  -6.128  -15.822  -4.474  0.3050
H  -4.303  -17.117  -3.631  0.3916
H  -2.881  -14.343  -4.395  0.3496
C  3.151  -18.298  -10.133  -0.3128
C  2.379  -17.598  -11.224  -0.7075
O  1.037  -17.320  -10.827  0.6589
O  2.782  -19.640  -9.908  -0.6080
H  3.035  -17.683  -9.223  0.0116
H  4.240  -18.288  -10.272  0.4351
H  2.346  -18.195  -12.147  0.3048
H  2.851  -16.669  -11.548  0.4817
H  0.586  -18.111  -10.475  -0.2126
H  1.982  -19.884  -10.399  0.3957
C  -6.889  -14.564  -8.086  -0.0239
C  -7.890  -15.648  -7.775  -0.6854
O  -7.451  -16.914  -8.275  -0.5728
O  -6.799  -14.268  -9.495  -0.6095
H  -5.903  -14.926  -7.755  -0.1801
H  -7.115  -13.659  -7.517  0.5039
H  -8.808  -15.370  -8.304  0.4046
H  -8.045  -15.700  -6.697  0.4455
H  -8.249  -17.449  -8.353  0.1608
H  -6.191  -13.518  -9.505  0.3039
C  0.628  -13.216  -9.731  0.1366
C  2.024  -13.414  -9.179  -0.4399
O  1.994  -13.772  -7.795  -0.3688
O  -0.005  -12.081  -9.130  -0.5741
H  -0.034  -14.075  -9.620  -0.2435
H  0.788  -12.947  -10.776  0.3803
H  2.649  -12.540  -9.364  0.3611
H  2.486  -14.216  -9.775  0.2833
H  2.856  -14.152  -7.588  0.2180
H  -0.287  -12.291  -8.207  0.4110
C  -7.553  -19.640  -10.473  -0.6375
C  -6.167  -19.748  -9.873  -0.4150
O  -5.606  -18.467  -9.623  -0.0873
O  -7.584  -18.961  -11.704  -0.5765
H  -8.270  -19.157  -9.787  0.0943
H  -7.982  -20.631  -10.647  0.4047
H  -5.545  -20.203  -10.644  0.2614
H  -6.279  -20.354  -8.965  0.3557
H  -6.176  -17.932  -9.037  0.0898
H  -7.439  -18.009  -11.541  0.4431
C  -5.457  -16.884  -13.198  -0.4220
C  -5.606  -16.155  -11.896  0.4941
O  -6.954  -16.283  -11.436  -0.7359
O  -6.229  -16.321  -14.265  -0.5800
H  -5.763  -17.928  -13.090  0.2554
H  -4.424  -16.806  -13.542  0.1964
H  -5.344  -15.089  -11.974  0.4481
H  -4.869  -16.496  -11.156  -0.4058
H  -7.000  -15.749  -10.616  0.2672
H  -7.044  -15.961  -13.893  0.3517
C  -4.020  -21.025  -5.142  -0.5912
C  -3.707  -19.672  -5.745  0.0196
O  -3.461  -18.743  -4.706  -0.4288
O  -2.890  -21.365  -4.347  -0.5499
H  -4.135  -21.787  -5.922  0.3499
H  -4.933  -21.018  -4.537  0.3468
H  -4.454  -19.278  -6.431  0.1284
H  -2.844  -19.871  -6.394  0.0679
H  -2.758  -19.146  -4.176  0.3057
H  -3.048  -22.159  -3.834  0.2907
C  1.824  -17.306  -6.133  -1.4695
C  0.694  -17.095  -7.115  1.0263
O  0.155  -15.776  -7.019  -0.1276
H  2.474  -18.136  -6.421  0.4131
H  1.456  -17.417  -5.115  0.3478
H  2.505  -16.448  -6.147  0.2842
H  -0.139  -17.775  -6.922  -0.0690
H  0.987  -17.296  -8.152  -0.4628
H  0.784  -15.151  -7.422  0.0159
C  -2.148  -16.016  -9.101  -0.2502
C  -2.825  -16.948  -8.115  0.4855
O  -3.009  -18.220  -8.725  0.3501
H  -2.664  -15.927  -10.063  -0.1254
H  -1.138  -16.347  -9.355  -0.5472
H  -2.049  -14.999  -8.713  0.4454
H  -3.794  -16.551  -7.794  -0.3928
H  -2.176  -17.013  -7.241  0.0392
H  -3.930  -18.361  -9.014  0.1596